Record 1
Computed, not measured: a 2-piece molecular cluster, C4H12 overall, with ωB97M-V/def2-TZVPD.

Each atom is followed by the atoms it is bonded to, with distances in Å.
Positions of all 16 atoms, in Å:
1 H 0.22953 1.40116 2.01164  C12 1.120
2 H -0.04786 3.02879 1.50758  C12 1.078
3 H -1.11503 0.67751 0.32657  C14 1.038
4 H -0.01121 1.85952 -0.43930  C14 1.061
5 H -1.53924 2.12130 -0.22783  C14 0.949
6 C 1.12148 -1.26737 -1.04632  H8 1.095, H9 1.071, H10 1.063, C11 1.527
7 H 0.76831 -3.29359 -0.33055  C11 1.063
8 H 1.65366 -0.79577 -0.21420  C6 1.095
9 H 0.57842 -0.54836 -1.62510  C6 1.071
10 H 1.88077 -1.58325 -1.71933  C6 1.063
11 C 0.23570 -2.47700 -0.75542  C6 1.527, H7 1.063, H13 1.084, H16 1.169
12 C -0.56744 2.09321 1.63606  H1 1.120, H2 1.078, C14 1.511, H15 1.053
13 H -0.37699 -2.73868 -1.61095  C11 1.084
14 C -0.82877 1.66867 0.20928  H3 1.038, H4 1.061, H5 0.949, C12 1.511
15 H -1.49234 2.13053 2.13751  C12 1.053
16 H -0.48898 -2.27668 0.14036  C11 1.169

## Properties
- Kohn-Sham gap (eV) = 12.5
- total energy (eV) = -4341.3479
- strongest force on any atom (eV/Å) = 7.3
- molar mass (u) = 60.1
- SMILES string = CC.CC
- energy above the lowest of the compared OMol25 structures with the same formula, charge and spin (kcal/mol) = 27.2


Record 2
Computed, not measured: a 2-piece molecular cluster, C4H12 overall, with ωB97M-V/def2-TZVPD.

Each atom is followed by the atoms it is bonded to, with distances in Å.
Positions of all 16 atoms, in Å:
1 H 2.05707 -0.16406 -0.93363  C6 1.152
2 H -2.21223 -2.31714 -0.27725  C10 1.076
3 H -2.30014 0.45227 0.34706  C14 1.056
4 H -1.62073 -1.58242 1.08903  C10 1.117
5 H -1.17353 0.63339 -0.77557  C14 1.201
6 C 1.84387 0.14643 0.15511  H1 1.152, H8 1.136, H9 1.176, C15 1.510
7 H -2.92086 -0.45089 -1.23532  C14 1.214
8 H 1.05513 -0.42462 0.74004  C6 1.136
9 H 2.86114 -0.30282 0.53836  C6 1.176
10 C -1.48655 -1.56486 -0.02017  H2 1.076, H4 1.117, H12 1.176, C14 1.574
11 H 0.53773 1.77529 0.53689  C15 1.169
12 H -0.40706 -2.02533 -0.08731  C10 1.176
13 H 2.36106 2.15058 0.91525  C15 1.124
14 C -2.02494 -0.15670 -0.47109  H3 1.056, H5 1.201, H7 1.214, C10 1.574
15 C 1.65118 1.64340 0.20731  C6 1.510, H11 1.169, H13 1.124, H16 1.090
16 H 1.77885 2.18749 -0.72873  C15 1.090

## Properties
- Kohn-Sham gap (eV) = 12.1
- total energy (eV) = -4340.5303
- strongest force on any atom (eV/Å) = 3.6
- molar mass (u) = 60.1
- SMILES string = CC.CC
- energy above the lowest of the compared OMol25 structures with the same formula, charge and spin (kcal/mol) = 46.1


- The highest total energy belongs to which entry?
  number 2